Record 1
101
Properties=species:S:1:pos:R:3:lowdin_charge:R:1 method="wB97M-V/def2-TZVPD" charge=+3 lumo_energy_ev="-9.2 / -8.7" multiplicity=3 homo_lumo_gap_ev="6.070 / 6.552"
C 3.39377 -1.04202 1.80791 -0.058
C -4.51008 2.36695 2.85993 -0.054
H -1.53746 -3.80605 -2.92982 0.155
C 0.38248 0.64759 -5.03086 -0.065
H -3.70619 1.02996 -0.67181 0.097
C 0.98374 -5.88252 0.02988 -0.054
C 3.02145 -0.00138 -0.31592 -0.433
H -5.41791 2.76055 -0.38240 0.121
C -0.53809 -7.07755 -1.38193 -0.047
H 3.08254 -1.28859 2.81512 0.101
C 2.33312 -0.67903 -3.54119 -0.072
C -0.96126 6.01498 1.94346 0.021
C 2.80085 2.62979 -1.45151 -0.332
C -0.42726 4.42647 0.27973 -0.681
H 0.17004 1.94115 -3.34098 0.078
H 2.54338 -1.95013 -5.24925 0.123
C -3.92561 1.39816 0.32828 -0.172
H 3.28885 5.29503 -3.48280 0.120
C -0.93951 -5.88155 -1.94815 -0.026
C 1.68461 0.42860 -3.00433 -0.396
H 5.02728 4.46192 0.33850 0.119
H -2.90254 -1.77772 3.56522 0.127
H 3.07053 -1.22128 -2.96597 0.101
C 5.05639 -1.20968 0.06889 -0.028
C -4.05450 -1.88946 0.01582 -0.073
H 0.74337 -8.01215 0.06357 0.120
H -4.56191 -0.95938 -0.20002 0.092
H -2.18539 4.49008 1.32355 0.156
H 1.06748 -3.76701 -0.19636 0.051
C 2.67615 3.46828 -2.55791 -0.075
C 3.64912 3.00274 -0.40482 -0.104
C -4.07429 -4.29477 -0.00630 -0.041
H 3.81058 2.34250 0.43761 0.103
C 1.05471 -0.44147 -5.57120 -0.042
H -2.37924 -5.25631 0.89920 0.121
H 4.61847 -0.18200 -1.75795 0.121
C 3.37433 4.66373 -2.60858 -0.050
C 1.45265 2.32920 2.26937 -0.175
C -3.25574 0.88190 1.44066 -0.369
C -0.38268 -4.67905 -1.51685 -0.237
C -1.19002 -0.74905 2.74434 -0.394
N -1.51157 -1.43139 -2.86404 0.146
H 1.74767 -5.88086 0.79558 0.116
C -3.54601 1.37914 2.71008 -0.063
H 1.70803 -0.20205 4.40998 0.110
C 2.57772 -0.26375 0.98672 -0.325
C 0.70300 -0.54758 4.19705 -0.075
C 0.00976 -1.21749 5.19258 -0.029
H 0.82767 -0.77309 -6.57544 0.122
P 1.94952 1.03036 -1.32417 0.963
H -1.69460 -5.88681 -2.72630 0.122
N -1.27968 4.93440 1.20457 0.116
P -1.98794 -0.38137 1.17151 0.976
Mo -0.43346 0.86929 -0.42538 0.592
H 4.77395 5.95387 -1.62204 0.120
C -5.18356 2.86272 1.75150 -0.052
C 0.11983 -0.31273 2.94868 -0.284
S 0.24724 -1.48933 -0.87775 0.731
C 4.26224 -0.44146 -0.76859 -0.065
H -1.17547 -0.50345 -3.05526 0.060
C 4.20813 5.03292 -1.56233 -0.053
S -1.04937 3.09603 -0.68696 0.651
H 1.83061 3.00272 1.49805 -0.005
H -2.09383 -1.83761 -3.58315 0.134
C -2.82135 -1.90556 0.66778 -0.361
H -1.70517 6.35934 2.64866 0.158
H -0.97506 -8.00433 -1.72660 0.122
C -0.80236 -2.21375 -2.03560 -0.687
H 0.47827 -1.39348 6.15138 0.124
H 2.06901 3.19013 -3.40629 0.096
H 0.55895 7.47136 2.31523 0.137
C -1.28749 -1.66425 4.96410 -0.029
H 5.23248 -2.12758 1.99690 0.123
C 4.61438 -1.52058 1.34904 -0.029
H -5.63954 -3.06369 -0.80971 0.119
H -3.02926 1.00062 3.58201 0.106
H -1.26446 -3.15676 1.48503 0.109
H 6.01888 -1.56400 -0.27398 0.125
N 0.75108 4.95487 0.07129 0.125
C -4.67383 -3.08325 -0.32336 -0.049
C 0.42348 -7.08014 -0.38075 -0.052
Si 1.03269 0.62136 1.61019 0.560
C 4.34628 4.19951 -0.46006 -0.058
H 2.07701 6.43079 0.58810 0.136
C -1.89149 -1.43003 3.74145 -0.077
C 0.26378 6.59980 1.75090 0.034
C 0.69093 1.07865 -3.74817 -0.162
H -1.82588 -2.18911 5.74129 0.125
H -4.74833 2.73603 3.84853 0.119
H 2.22967 2.23351 3.03237 0.056
C 2.02151 -1.10255 -4.82617 -0.034
C -2.84758 -4.31496 0.64360 -0.056
C -4.88934 2.37967 0.48120 -0.060
H -0.36536 1.16991 -5.61263 0.121
C 1.09527 6.02154 0.79274 -0.021
H 0.57646 2.77240 2.74765 0.035
C -2.21757 -3.12671 0.97236 -0.112
H -4.57228 -5.22348 -0.25116 0.122
C 0.59472 -4.67222 -0.53182 -0.053
N -0.91590 -3.52384 -2.18156 0.115
H -5.94870 3.61687 1.87709 0.120


Record 2
103
Properties=species:S:1:pos:R:3:lowdin_charge:R:1 method="wB97M-V/def2-TZVPD" charge=-2 lumo_energy_ev="3.7 / 3.7" e_above_lowest_kj_mol=43.15 multiplicity=2 homo_lumo_gap_ev="3.867 / 3.769"
C -0.43906 -0.43222 1.26325 -0.405
P 0.16924 -0.84680 4.21220 0.515
C -4.03098 -1.23076 -0.48248 -0.105
C 1.98005 1.13876 -6.12204 -0.131
C -1.47089 -0.93918 5.01767 -0.359
C 2.53842 3.51608 -3.16626 -0.292
H 1.60186 -5.24220 5.89171 0.095
H -0.89063 4.56649 -1.41350 0.002
H 3.23562 -1.16910 -3.99270 0.101
C 2.38225 -0.95387 -7.26587 -0.132
C 1.89405 -4.22634 2.67637 -0.080
C 6.77978 0.97559 -3.31708 -0.123
C -5.38026 -0.91306 -0.31657 -0.090
N -0.33175 0.71959 0.55653 -0.221
H -1.11583 4.20399 0.30372 0.006
H -1.55686 -3.04023 5.41022 0.082
H -3.63766 -1.52398 -1.44758 0.048
H 0.60792 -2.98694 6.09169 0.096
C 2.45296 0.61370 -4.91515 -0.293
H -2.92717 3.62071 -3.37980 -0.031
H -0.00082 -6.37351 0.51796 0.102
Se 1.47235 0.20376 5.50726 0.212
C 2.38057 5.50029 -1.75729 -0.109
H 2.38318 3.49213 -1.01463 0.093
H -4.28727 3.55013 0.40561 0.011
H 3.15109 -2.54296 -6.03824 0.087
C 2.83203 -1.50472 -6.07281 -0.114
H 5.16203 1.02888 -4.72232 0.089
H -2.95311 -0.57770 2.64797 0.086
H 2.44648 -6.02751 3.69595 0.097
H 1.57664 0.80649 -8.20484 0.086
C -0.57154 -5.60338 1.02293 -0.094
C -1.33387 -3.31644 1.12590 -0.343
H -4.24939 2.54145 -2.92849 0.013
C -3.78293 2.58529 0.29733 -0.318
C -3.32848 -2.03855 6.09931 -0.089
C 2.56339 4.36229 -4.27966 -0.118
H -4.51819 1.80827 0.08956 -0.009
H 1.57151 2.14148 -6.14409 0.071
H 1.24248 -2.32412 1.91206 0.104
H -3.91075 1.27997 5.80834 0.102
C -2.06573 -2.09150 5.50217 -0.096
H 2.51245 6.37749 -5.02643 0.084
H 2.28745 5.93387 -0.76689 0.091
H -6.90358 -0.26407 1.04391 0.097
C -1.25624 -5.89757 2.18678 -0.100
C 1.50441 -4.61402 5.01423 -0.088
C -3.58318 3.32479 -2.56662 -0.352
H -6.04848 -0.96123 -1.16681 0.099
H 2.62296 3.94379 -5.27993 0.080
C 0.79601 -2.53903 3.99909 -0.355
H -4.97664 -0.79127 6.65783 0.095
C -1.62692 4.33907 -0.64681 -0.323
C -5.85573 -0.51588 0.91902 -0.114
H -4.16337 4.17078 -2.19089 0.012
C -3.39421 0.33023 5.73078 -0.085
H 7.53708 0.86311 -4.08722 0.083
Ir -0.43238 1.16138 -1.62847 0.303
H -1.22349 -6.89936 2.60311 0.098
C -2.13515 0.27912 5.14689 -0.108
C 2.45022 4.11670 -1.90182 -0.117
H -1.66050 1.18098 4.77133 0.102
C 2.40716 6.32258 -2.87857 -0.131
C -3.63535 -0.72151 1.81829 -0.093
As -2.44135 2.64192 -1.15139 0.886
N 0.15266 1.23347 2.61179 -0.034
H -3.26752 2.34146 1.22904 0.009
C 2.87233 -0.72390 -4.91639 -0.120
C 5.43343 1.07091 -3.67196 -0.116
H 8.19987 0.95431 -1.69888 0.080
C -3.99207 -0.83132 6.20591 -0.107
H 4.07370 1.33229 -0.58694 0.082
H -3.78908 -2.94735 6.46792 0.096
P -1.40818 -1.66258 0.33159 0.587
H -2.37374 5.13624 -0.57914 0.015
C -0.61733 -4.31584 0.48788 -0.129
C 1.29554 -2.97116 2.78051 -0.072
H 6.45475 1.19156 0.04841 0.088
C -1.99242 -4.90763 2.81714 -0.078
C -0.13911 -0.08785 2.60655 -0.440
Ge 2.50825 1.53925 -3.17309 0.683
C 2.50148 5.74660 -4.14240 -0.121
C -2.02916 -3.62279 2.28049 -0.082
C 7.15428 1.02530 -1.97843 -0.137
H -0.10081 -4.07150 -0.43403 0.049
C 4.83300 1.25376 -1.36285 -0.115
H -2.54458 -5.13114 3.72334 0.099
C -4.98232 -0.40858 1.98980 -0.086
H -2.62807 -2.86818 2.76823 0.086
C 1.98814 -5.04876 3.78482 -0.097
S -0.46880 2.06302 -3.66502 -0.086
C -3.16095 -1.15906 0.59152 -0.328
Se -0.93598 -1.79908 -1.70662 0.382
C 4.42906 1.21765 -2.70315 -0.263
H 2.28347 -4.55100 1.71863 0.110
H 2.34194 7.39988 -2.77014 0.081
N 0.00599 1.70315 1.39299 -0.032
H 2.34936 -1.55460 -8.17001 0.081
C 6.17434 1.16097 -0.99998 -0.114
H -5.33167 -0.06326 2.95644 0.097
C 1.40866 0.80737 -1.74625 -0.538
C 0.92442 -3.35704 5.12325 -0.125
C 1.95524 0.37327 -7.28480 -0.113


Number 1: strongest force on any atom 0.00946 hartree/bohr. Number 2: strongest force on any atom 0.01823 hartree/bohr.